Below is a 2-piece molecular cluster, C2H4IPS overall in a non-equilibrium geometry, with properties calculated with ωB97M-V/def2-TZVPD.

## Properties
Electronic energy in Eh: -1115.70469
Maximum force in eV Å⁻¹: 2.24
Orbital gap (spin up / spin down) in eV: 8.01 / 8.71
2S+1: 3
ΔE to the lowest compared entry with this formula, charge and spin in eV: 0.483
Charge: 0
HOMO level (spin up / spin down) in eV: -7.76 / -9.62

Structure (XYZ):
```
9
Properties=species:S:1:pos:R:3:forces:R:3
C 2.303 1.075 0.887 -1.69 0.10 0.33
C -1.842 -1.089 -0.301 0.60 -0.61 0.54
P -1.782 0.755 -0.381 -0.35 -0.04 0.66
S -2.338 -0.484 -1.881 0.24 0.27 -1.78
I 3.142 0.344 -0.893 -0.56 0.50 1.16
H 2.876 1.642 1.632 0.13 -0.41 -0.71
H -0.871 -1.572 -0.154 -0.22 0.10 -0.50
H -2.652 -1.721 0.017 -0.24 0.28 1.09
H 1.164 1.050 1.075 2.09 -0.19 -0.78
```
Forces are in eV/Å.